1.
Computed, not measured: a cluster of 2 separate species, C34H54F3N2O6 in total at a distorted geometry, with ωB97M-V/def2-TZVPD.

Total charge: +1
Gap between HOMO and LUMO: 6.72 eV

Last column: Mulliken charge in e.
CARTESIAN COORDINATES (ANGSTROEM)
1 C -6.3897 3.0824 -1.0670  -1.25
2 C -4.8276 2.8931 -1.1964  -0.18
3 C -4.4465 1.9857 -2.4391  -0.67
4 C -2.8809 2.0744 -2.5924  0.04
5 C -2.3286 3.4317 -3.1701  0.70
6 C -3.0485 4.1246 -4.3972  -1.03
7 N -2.0527 4.5165 -5.4230  -0.47
8 C -0.8421 2.9873 -3.4405  -0.22
9 C 0.3363 3.9829 -3.4983  -1.00
10 C 0.4836 4.4804 -1.9891  -0.68
11 O -0.0620 3.4113 -1.2087  -0.01
12 C -0.3841 3.8271 0.1467  -0.82
13 C -0.0537 2.5527 1.0319  -0.26
14 O 1.1918 2.0644 0.5602  -0.34
15 C 1.4697 0.7710 1.0030  0.94
16 C 2.8670 0.4877 1.3027  -1.00
17 C 3.3466 -0.8011 1.7255  -0.39
18 C 2.3882 -1.9049 1.8529  0.47
19 C 2.8707 -3.3292 2.2703  1.96
20 C 2.1403 -3.6355 3.6591  -1.27
21 C 4.4224 -3.3815 2.6240  -1.60
22 C 2.4338 -4.4933 1.2899  -1.85
23 C 2.6321 -4.2257 -0.2556  2.19
24 C 1.3432 -3.6033 -0.9685  -1.30
25 C 2.8067 -5.6712 -0.9275  -1.74
26 C 3.9228 -3.4216 -0.6375  -1.56
27 C 1.0055 -1.5908 1.5775  -1.04
28 C 0.5148 -0.3038 1.1508  -0.36
29 N -0.8034 1.6984 -3.5744  0.32
30 C -2.1024 0.9795 -3.4142  0.30
31 C -1.6748 -0.2704 -2.5269  -1.34
32 C -2.8863 -1.1987 -2.1292  0.02
33 C -2.4144 -2.4009 -1.2255  0.12
34 O -2.2749 -2.3183 -0.0455  -0.46
35 O -2.1936 -3.6483 -1.8391  -0.50
36 C -2.6829 0.4638 -4.7665  0.40
37 F -1.9569 -0.6047 -5.2362  -0.28
38 F -3.9703 0.0514 -4.6976  -0.24
39 F -2.6250 1.4279 -5.7478  -0.27
40 H -6.8328 2.2055 -0.5256  0.30
41 H -6.8780 3.2321 -2.0669  0.31
42 H -6.6330 4.0103 -0.4839  0.37
43 H -4.3843 2.5161 -0.2404  0.25
44 H -4.4070 3.9231 -1.3769  0.22
45 H -4.7967 0.9363 -2.3171  0.41
46 H -4.9680 2.4290 -3.3223  0.32
47 H -2.5364 1.8446 -1.5449  0.04
48 H -2.2626 4.1050 -2.2716  0.76
49 H -3.8300 3.4310 -4.7867  0.20
50 H -3.4665 5.0898 -4.0124  0.46
51 H -2.3733 5.3190 -5.9580  0.27
52 H -1.8121 3.7325 -6.0269  0.18
53 H 1.2868 3.4915 -3.8372  0.40
54 H 0.1186 4.8497 -4.1638  0.29
55 H 1.5938 4.4999 -1.8036  0.37
56 H 0.0003 5.4717 -1.8169  0.41
57 H 0.1803 4.7368 0.4604  0.59
58 H -1.4908 4.0356 0.1326  0.25
59 H -0.9152 1.8582 0.8779  0.05
60 H -0.0591 2.8538 2.1085  0.35
61 H 3.6096 1.3093 1.1838  0.37
62 H 4.4284 -0.8932 1.9385  0.36
63 H 1.0249 -3.5698 3.5638  0.34
64 H 2.4106 -4.7006 3.9130  0.45
65 H 2.5424 -3.0089 4.4914  0.05
66 H 4.6496 -2.9402 3.6184  0.22
67 H 4.7079 -4.4620 2.5381  0.34
68 H 5.0053 -2.8665 1.8136  0.42
69 H 3.0659 -5.3879 1.5423  0.50
70 H 1.3596 -4.7290 1.5019  0.25
71 H 0.9816 -4.2185 -1.8244  0.37
72 H 1.4929 -2.5197 -1.2272  0.11
73 H 0.5422 -3.5999 -0.1784  0.29
74 H 1.9969 -6.3523 -0.5641  0.38
75 H 3.8322 -6.0543 -0.7140  0.44
76 H 2.6560 -5.5174 -2.0245  0.44
77 H 4.0518 -3.5426 -1.7523  0.47
78 H 3.7656 -2.3214 -0.4866  0.23
79 H 4.8623 -3.8029 -0.1772  0.25
80 H 0.2656 -2.4199 1.6692  0.34
81 H -0.5595 -0.1259 0.9255  0.22
82 H 0.0740 1.1935 -3.7300  0.48
83 H -0.9225 -0.9192 -3.0407  0.65
84 H -1.2153 0.0556 -1.5541  0.10
85 H -3.6330 -0.6473 -1.5049  0.19
86 H -3.4070 -1.6588 -3.0005  0.26
87 H -1.2648 -3.6998 -2.1301  0.35
88 O 3.3938 -1.3510 5.2949  -0.59
89 C 2.8148 -0.6929 6.1137  0.46
90 O 2.5584 0.6318 5.9701  -0.35
91 C 1.9522 1.1377 7.1698  -0.45
92 C 1.3511 -0.0735 7.8536  -0.53
93 C 2.3105 -1.1806 7.4509  -0.38
94 H 2.7262 1.6161 7.7754  0.28
95 H 1.1977 1.8802 6.9123  0.32
96 H 1.2463 0.0483 8.9314  0.33
97 H 0.3602 -0.2788 7.4407  0.27
98 H 3.1534 -1.2612 8.1400  0.30
99 H 1.8038 -2.1386 7.3519  0.27

Atoms 1-3, force components in eV/Å:
0.250 0.054 0.345
-0.694 0.451 -0.703
0.275 0.941 0.282

2.
Computed, not measured: the molecule C3H5F2OP at a distorted geometry, with ωB97M-V/def2-TZVPD.

ΔE to the lowest compared entry with this formula, charge and spin: 24.2 kJ/mol
Gap between HOMO and LUMO: 10.01 eV

Last column: Mulliken charge in e.
CARTESIAN COORDINATES (ANGSTROEM)
1 C 1.6463 0.3240 0.9050  -0.57
2 C 0.3190 0.5275 0.8457  -0.43
3 C -0.4876 0.7155 -0.3777  0.71
4 F -1.5712 1.6247 -0.2879  -0.30
5 F 0.1749 1.3386 -1.3362  -0.25
6 P -1.3768 -0.9246 -0.9320  0.16
7 O -2.1713 -0.4551 -2.2533  -0.49
8 H 2.2596 0.2020 1.8618  0.23
9 H 2.2980 0.3118 0.0543  0.26
10 H -0.3068 0.5519 1.7546  0.30
11 H -0.3016 -1.5864 -1.4674  0.02
12 H -1.8099 0.1331 -3.0153  0.35

Atoms 1-3, force components in eV/Å:
0.051 0.139 1.372
0.397 0.170 1.459
-1.832 -0.315 -0.816

3.
Computed, not measured: a cluster of 2 separate species, C8H10 in total at a distorted geometry, with ωB97M-V/def2-TZVPD.

ΔE to the lowest compared entry with this formula, charge and spin: 496.7 kJ/mol
Gap between HOMO and LUMO: 9.80 eV

Last column: Mulliken charge in e.
CARTESIAN COORDINATES (ANGSTROEM)
1 C -1.7925 -0.9765 1.0974  -0.51
2 C -2.0136 -1.2085 -0.3112  0.06
3 C -2.4407 -0.4023 -1.3526  -0.68
4 C -2.0227 0.9442 -0.9482  -0.14
5 C -1.7573 1.2984 0.3783  -0.33
6 C -1.7204 0.4331 1.3718  0.00
7 H -1.3372 -1.8459 1.8697  0.21
8 H -1.8417 -2.3678 -0.7806  0.15
9 H -2.7578 -0.6017 -2.2911  0.45
10 H -1.9266 1.8555 -1.6425  0.23
11 H -1.5735 2.3685 0.5206  0.29
12 H -1.6543 0.9334 2.3815  0.27
13 C 4.9180 -0.7613 -0.0170  -0.43
14 C 5.2956 0.6276 -0.1155  -0.40
15 H 4.5492 -1.1861 0.9623  0.23
16 H 4.7482 -1.2950 -1.0338  0.20
17 H 5.0929 1.4546 0.6415  0.25
18 H 5.9034 0.9559 -1.2448  0.15

Atoms 1-3, force components in eV/Å:
1.783 0.071 -0.659
-0.140 -6.415 -0.254
3.483 5.263 5.386

4.
Computed, not measured: a structure of composition C15H18BiN6O2S2, with ωB97M-V/def2-TZVPD.

Total charge: +3
ΔE to the lowest compared entry with this formula, charge and spin: 0.0 kJ/mol
Gap between HOMO and LUMO: 6.80 eV

Last column: Mulliken charge in e.
CARTESIAN COORDINATES (ANGSTROEM)
1 Bi -0.3997 -0.4217 -0.0554  1.34
2 N 2.9858 -0.4584 1.4024  -0.13
3 C 2.7956 0.2273 0.2887  0.34
4 N 1.6268 0.3357 -0.3947  -0.19
5 C 1.7552 1.2182 -1.4955  0.03
6 C 2.9880 1.7304 -1.6355  -0.32
7 S 4.0586 1.1660 -0.4110  -0.05
8 C 0.5754 1.5018 -2.2861  0.10
9 C 0.4598 2.2240 -3.4156  -0.35
10 S -1.1726 2.2819 -3.9589  -0.07
11 C -1.6610 1.3010 -2.6253  0.56
12 N -0.6382 0.9740 -1.8253  -0.14
13 N -2.9333 0.9458 -2.4421  -0.33
14 H 2.3245 -1.1607 1.7102  0.21
15 H 3.8846 -0.4078 1.8588  0.24
16 H 3.3351 2.4212 -2.3877  0.45
17 H 1.2333 2.7226 -3.9788  0.42
18 H -3.6289 1.2033 -3.1264  0.24
19 H -3.2441 0.3610 -1.6877  0.12
20 N 1.5728 4.8234 3.7704  -0.33
21 C 1.5859 3.7059 3.0437  0.48
22 O 2.5749 3.1974 2.5466  -0.59
23 C 0.2480 3.0022 2.8134  -0.22
24 C -0.9692 3.1891 3.4565  -0.24
25 C -2.0436 2.3703 3.1095  -0.86
26 C -1.8881 1.3996 2.1464  -0.20
27 N -0.7002 1.2198 1.5275  -0.03
28 C 0.3296 2.0020 1.8622  0.42
29 H 2.4502 5.2917 3.9469  0.28
30 H 0.7385 5.2567 4.1238  0.15
31 H -1.1075 3.9396 4.2247  0.42
32 H -3.0003 2.4807 3.6016  0.46
33 H -2.7109 0.7494 1.8735  0.41
34 H 1.2923 1.8529 1.4000  0.47
35 C 1.6323 -4.3385 2.0043  -1.23
36 C 0.7120 -3.5016 1.2004  0.95
37 C -0.3389 -4.1991 0.4139  -1.17
38 O 0.8299 -2.2592 1.2030  -0.69
39 H 2.0427 -5.1443 1.3910  0.40
40 H 1.0657 -4.8373 2.7972  0.38
41 H 2.4376 -3.7632 2.4526  0.30
42 H -0.8763 -4.8994 1.0569  0.40
43 H 0.1379 -4.8170 -0.3523  0.38
44 H -1.0470 -3.5202 -0.0579  0.20

Atoms 1-3, force components in eV/Å:
-0.044 0.091 0.268
-0.050 -0.004 -0.010
0.119 0.214 -0.186